# C35H89N3O11

A cluster of 11 separate species, C35H89N3O11 in total at a distorted geometry (wB97M-V/def2-TZVPD, the OMol25 dataset).

Positions of all 138 atoms, in Å:
C 3.0213 0.6311 0.8551
C 4.2389 0.0894 1.5990
C 3.8668 -0.0490 3.1079
C 4.5270 -1.3287 1.0455
C 5.9322 -1.9266 1.3283
C 6.9668 -0.8286 1.0009
C 6.8015 0.5376 1.6764
C 7.3357 0.4351 3.0941
C 7.8208 1.4834 1.0073
N 5.3710 1.0004 1.4631
O 5.1918 2.3238 1.9270
H 3.2755 0.6739 -0.2039
H 2.0552 0.1603 1.0375
H 2.9528 1.6837 1.1299
H 4.7033 -0.5686 3.5752
H 3.7425 0.9376 3.5543
H 3.0149 -0.7250 3.1823
H 3.8127 -2.0540 1.4352
H 4.4184 -1.3262 -0.0390
H 6.0826 -2.5027 2.2413
H 6.1109 -2.8062 0.7099
H 6.9417 -0.6610 -0.0758
H 7.9901 -1.1539 1.1884
H 6.9826 1.2733 3.6949
H 8.4208 0.4031 3.1918
H 7.0287 -0.4477 3.6549
H 8.8406 1.0989 1.0219
H 7.7686 2.4521 1.5044
H 7.6223 1.6929 -0.0438
H 5.4988 2.8946 1.2188
C -1.1669 4.8463 3.7751
C 0.0235 3.9281 3.5013
C 0.6987 4.5075 2.2049
C 1.1367 4.0154 4.5941
C 0.7521 3.2721 5.8705
C 0.4650 1.8482 5.5565
C -0.5245 1.5747 4.4417
C -0.2122 0.1648 3.8527
C -1.9724 1.6979 5.0862
N -0.2944 2.5034 3.2909
O -1.0671 2.2180 2.1654
H -1.7183 4.4007 4.6030
H -0.8327 5.8194 4.1350
H -1.8422 4.9400 2.9247
H 1.7121 4.1201 2.0999
H 0.1027 4.2449 1.3309
H 0.7422 5.5962 2.1743
H 2.0454 3.5841 4.1743
H 1.2512 5.0803 4.7967
H 1.4810 3.2533 6.6807
H -0.0912 3.8054 6.3093
H 0.1390 1.3893 6.4899
H 1.3514 1.2619 5.3142
H 0.6948 0.0065 3.2692
H -1.0598 -0.2371 3.2977
H -0.1277 -0.5591 4.6633
H -2.0676 0.8763 5.7960
H -2.7348 1.5734 4.3171
H -2.0110 2.6345 5.6424
H -0.7522 1.3655 1.8562
C -2.9939 -2.9622 -8.6409
C -2.6128 -2.7631 -7.1089
C -1.4788 -3.8531 -6.8818
C -2.1238 -1.3155 -6.9786
C -1.8835 -0.9374 -5.5071
C -3.2603 -0.9529 -4.7576
C -3.9118 -2.3643 -4.8755
C -3.2717 -3.3088 -3.8114
C -5.4424 -2.1802 -4.4998
N -3.8156 -2.8734 -6.2906
O -4.5607 -4.0289 -6.4301
H -2.1322 -2.8933 -9.3049
H -3.7887 -2.2781 -8.9382
H -3.4171 -3.9389 -8.8755
H -1.1576 -3.9445 -5.8442
H -0.5161 -3.6704 -7.3591
H -1.9176 -4.7689 -7.2780
H -1.1145 -1.2167 -7.3781
H -2.7614 -0.6216 -7.5263
H -1.4087 0.0365 -5.3876
H -1.2162 -1.6485 -5.0201
H -3.8412 -0.1294 -5.1730
H -3.0249 -0.7792 -3.7076
H -3.2183 -2.8465 -2.8257
H -3.8209 -4.2475 -3.7388
H -2.2520 -3.6091 -4.0526
H -5.5721 -1.6760 -3.5422
H -5.9219 -1.5572 -5.2547
H -5.8839 -3.1640 -4.6594
H -3.8742 -4.6121 -6.0982
C -3.7064 -1.1656 2.4097
O -4.6735 -1.4899 1.5021
H -3.4959 -0.1030 2.2887
H -3.9836 -1.3766 3.4425
H -2.7470 -1.6456 2.2167
H -5.0136 -2.3792 1.6248
C -6.6646 0.3214 -0.7388
O -5.5552 -0.5524 -0.9217
H -7.3334 -0.1629 -0.0273
H -6.3307 1.2995 -0.3926
H -7.2504 0.4146 -1.6532
H -5.1430 -0.7694 -0.0823
C 1.7634 -0.3820 -2.4070
O 1.2271 0.6685 -3.1632
H 1.5049 -1.3628 -2.8062
H 2.8345 -0.3169 -2.2154
H 1.3288 -0.3514 -1.4079
H 1.8240 0.8861 -3.8829
C 1.0738 -3.5900 -0.5034
O 1.0597 -2.3583 0.1702
H 2.0529 -4.0618 -0.5865
H 0.5961 -4.2896 0.1825
H 0.5723 -3.6108 -1.4709
H 1.3651 -2.5004 1.0692
C 0.3290 3.4902 -1.3041
O -0.2317 2.8592 -2.4127
H -0.3896 4.2182 -0.9274
H 0.4204 2.7266 -0.5317
H 1.3208 3.9320 -1.3994
H 0.3050 2.1434 -2.7610
C -3.8445 2.9530 0.3997
O -3.6846 3.1634 1.7393
H -3.1770 3.6247 -0.1399
H -3.6286 1.9014 0.2108
H -4.8463 3.0957 -0.0055
H -2.8300 2.7962 1.9768
C -0.0066 -3.2376 2.9354
O 1.4174 -3.1256 2.7785
H -0.3876 -4.1531 2.4829
H -0.3141 -3.1875 3.9799
H -0.5216 -2.3769 2.5087
H 1.7809 -3.4255 3.6149
C -1.4448 0.0807 -0.5914
O -0.7792 -0.2543 0.5997
H -1.4054 -0.7109 -1.3397
H -2.4950 0.2210 -0.3357
H -1.0441 1.0092 -0.9984
H -0.1110 -0.8858 0.3236

Properties
- ΔE to the lowest compared entry with this formula, charge and spin: 8.6 kcal per mole
- Kohn-Sham gap: 7.9 eV
- SMILES: CC1(C)CCCC(C)(C)N1O.CC1(C)CCCC(C)(C)N1O.CC1(C)CCCC(C)(C)N1O.CO.CO.CO.CO.CO.CO.CO.CO
- F_max: 0.061 Eh/bohr

Löwdin atomic charge list, values in e, 2 entries: number 1, C, carries -0.02; number 2, C, carries -0.50

# C35H90F3N8O9SSi

A cluster of 7 separate species, C35H90F3N8O9SSi in total at a distorted geometry (wB97M-V/def2-TZVPD, the OMol25 dataset).

Positions of all 147 atoms, in Å:
C -0.9144 -0.9134 -4.8043
C -2.3709 -0.1035 -4.9044
C -3.0385 -0.5706 -6.3644
C -3.4351 -0.5774 -3.7441
C -3.4704 0.3870 -2.4126
S -4.0109 -0.8069 -1.0222
O -4.8208 0.0924 -0.0183
O -4.9785 -1.9134 -1.5506
C -2.5579 -1.5138 -0.0574
F -1.4190 -1.8800 -0.9477
F -2.0697 -0.4440 0.8731
F -3.0259 -2.6772 0.7784
N -4.4005 1.6065 -2.5737
C -3.8289 2.8647 -1.8866
N -4.8393 3.3009 -0.8141
C -2.4431 2.1824 -1.3372
Si -0.9866 3.3181 -0.7415
C -0.4414 4.6486 -2.0222
C 0.4817 2.0877 -0.3072
C -1.6542 4.2032 0.8802
O -2.1326 1.0347 -2.2046
H -0.2331 -0.5870 -5.7244
H -0.3841 -0.7631 -3.7647
H -1.1788 -2.0622 -4.9899
H -2.1915 1.0732 -4.9223
H -2.2140 -1.1930 -6.9614
H -3.9629 -1.3040 -6.2155
H -3.3837 0.3731 -6.9682
H -4.5143 -0.5250 -4.2504
H -3.2025 -1.7167 -3.4805
H -5.3674 1.4240 -2.2229
H -4.4822 1.6773 -3.6226
H -3.7928 3.8059 -2.5823
H -4.6151 2.8421 0.1085
H -4.6891 4.3293 -0.6248
H -2.7947 1.7132 -0.2991
H -1.2872 5.4573 -2.1879
H -0.0647 4.2116 -3.0555
H 0.4974 5.2285 -1.5685
H 0.2533 1.0957 -0.9307
H 1.5171 2.5179 -0.6439
H 0.4362 1.7598 0.8237
H -2.1989 3.3741 1.5373
H -0.7470 4.6894 1.4495
H -2.4663 5.0360 0.6192
C 6.8475 -0.0471 -0.1149
C 5.4154 0.0745 -0.6299
C 5.0704 1.4845 -1.1635
O 4.8244 2.4557 -0.1420
C 5.9961 3.0447 0.4000
N 4.4883 -0.3415 0.4330
H 6.9876 0.4289 0.8591
H 7.1203 -1.1024 0.0053
H 7.5568 0.3999 -0.8193
H 5.3141 -0.6264 -1.4675
H 4.1329 1.4097 -1.7280
H 5.8273 1.8455 -1.8698
H 6.7835 3.1671 -0.3497
H 6.3576 2.4516 1.2417
H 5.7313 4.0340 0.7860
H 3.5405 -0.3450 0.0537
H 4.4654 0.4119 1.1275
C -2.5618 0.7914 4.8605
C -1.3028 0.1101 4.3298
C -0.8175 -1.0621 5.2142
O -0.1396 -0.6569 6.4073
C -1.0005 -0.3184 7.4834
N -0.2510 1.1221 4.1512
H -2.3626 1.4353 5.7210
H -3.0063 1.4267 4.0850
H -3.3141 0.0517 5.1536
H -1.5517 -0.3038 3.3450
H -0.0796 -1.6339 4.6383
H -1.6329 -1.7573 5.4466
H -1.9039 -0.9354 7.5016
H -1.2608 0.7403 7.4351
H -0.4547 -0.4793 8.4183
H 0.5559 0.6772 3.7116
H 0.0919 1.3713 5.0843
C 12.6210 1.2933 2.3514
C 11.5863 0.1757 2.2455
C 10.1856 0.6718 1.8170
O 9.4433 1.3100 2.8605
C 9.7689 2.6768 3.0587
N 11.5338 -0.5495 3.5236
H 12.4905 1.9060 3.2471
H 13.6324 0.8722 2.3995
H 12.5780 1.9517 1.4774
H 11.9391 -0.5173 1.4719
H 9.5923 -0.2050 1.5301
H 10.2381 1.3124 0.9288
H 10.0200 3.1834 2.1219
H 10.5884 2.7661 3.7738
H 8.8970 3.1735 3.4958
H 10.9087 -1.3496 3.4172
H 11.0422 0.0509 4.1932
C -3.6514 3.5606 11.4939
C -4.0762 2.1889 10.9755
C -3.2076 1.6779 9.8023
O -3.5047 2.2869 8.5421
C -2.8812 3.5452 8.3387
N -5.5001 2.2355 10.6116
H -3.9516 4.3747 10.8292
H -4.1141 3.7592 12.4681
H -2.5656 3.6105 11.6271
H -3.9566 1.4804 11.8042
H -3.4192 0.6100 9.6683
H -2.1376 1.7539 10.0288
H -1.8883 3.5948 8.7956
H -3.5188 4.3444 8.7205
H -2.7723 3.6997 7.2606
H -5.7998 1.2946 10.3527
H -5.5721 2.7597 9.7338
C -1.6813 -6.6130 -0.0035
C -0.8300 -7.0476 -1.1940
C -0.5798 -5.9160 -2.2180
O -1.6948 -5.6371 -3.0702
C -2.6703 -4.7812 -2.4965
N -1.4554 -8.2185 -1.8266
H -2.7405 -6.5155 -0.2551
H -1.6135 -7.3530 0.8030
H -1.3352 -5.6544 0.3970
H 0.1462 -7.3522 -0.7974
H 0.2260 -6.2411 -2.8874
H -0.2244 -5.0008 -1.7299
H -2.2253 -4.0236 -1.8444
H -3.4095 -5.3698 -1.9506
H -3.1943 -4.2702 -3.3103
H -0.8360 -8.5588 -2.5633
H -2.2767 -7.8835 -2.3401
C -4.4433 -2.9650 -11.9494
C -4.2221 -3.1399 -10.4489
C -4.4385 -1.8404 -9.6389
O -3.3582 -0.9063 -9.7264
C -3.3871 -0.0847 -10.8830
N -2.8798 -3.6973 -10.2255
H -3.6177 -2.4427 -12.4397
H -4.5343 -3.9430 -12.4371
H -5.3657 -2.4092 -12.1477
H -4.9603 -3.8714 -10.0980
H -4.5045 -2.1129 -8.5785
H -5.3905 -1.3596 -9.8933
H -4.4074 0.1669 -11.1876
H -2.8523 -0.5711 -11.7005
H -2.8575 0.8449 -10.6522
H -2.7729 -3.8965 -9.2300
H -2.2064 -2.9429 -10.3923

Properties
- Kohn-Sham gap: 6.0 eV
- Charge: +1
- F_max: 0.182 Eh/bohr

Löwdin atomic charge list, values in e, 2 entries: number 1, C, carries -0.10; number 2, C, carries -0.35

# C35H98O21

A cluster of 14 separate species, C35H98O21 in total at a distorted geometry (wB97M-V/def2-TZVPD, the OMol25 dataset).

Positions of all 154 atoms, in Å:
C 0.8619 5.9125 3.4337
C 2.1680 5.7390 2.6598
O 1.9055 5.1343 1.3852
O -0.0011 6.8306 2.7763
H 1.0046 6.2589 4.4916
H 0.5002 4.8853 3.4297
H 2.8458 5.0877 3.2192
H 2.6091 6.6878 2.4849
H 2.4092 4.2996 1.1875
H 0.1346 6.7234 1.8089
C 3.5057 2.2703 -1.2107
C 4.2625 2.6669 0.0125
O 3.4098 2.8808 1.1147
O 4.2728 1.7660 -2.2784
H 2.9840 3.1691 -1.6086
H 2.7277 1.5765 -0.9280
H 4.9265 3.4856 -0.2151
H 4.9614 1.8297 0.2471
H 2.9071 2.0995 1.4722
H 4.2290 0.7577 -2.1918
C -7.8570 -0.2097 0.3316
C -7.3135 -0.9994 -0.8713
O -6.1732 -1.7660 -0.4977
O -7.1073 0.9960 0.5404
H -7.7418 -0.8625 1.2118
H -8.8831 0.0995 0.2473
H -6.9176 -0.3052 -1.5970
H -8.0440 -1.6981 -1.3783
H -6.4371 -2.4985 0.0846
H -6.4482 0.8238 1.1824
C 1.1014 -0.1476 3.9464
C 0.5228 0.6173 2.8140
O 1.4940 1.1006 1.8296
O 1.7981 -1.2670 3.6117
H 0.3186 -0.4799 4.6708
H 1.7727 0.4854 4.5276
H -0.0424 1.4655 3.2042
H -0.1993 -0.0547 2.2617
H 0.9818 1.6272 1.0452
H 2.6828 -1.0391 3.2347
C 4.8667 -2.3951 1.1459
C 4.6725 -0.8958 1.0989
O 3.7631 -0.5137 2.1432
O 5.2150 -2.8244 -0.1784
H 3.9285 -2.9341 1.3536
H 5.6911 -2.7509 1.8160
H 4.2459 -0.6630 0.1306
H 5.6055 -0.3352 1.1465
H 3.1132 0.0170 1.6341
H 6.1897 -2.7954 -0.2432
C -0.5777 6.4074 -1.2501
C -1.4691 5.2763 -0.8369
O -0.8328 4.1034 -0.2610
O 0.3281 6.7507 -0.1367
H -1.1803 7.2646 -1.4869
H 0.0264 6.0650 -2.1318
H -1.9841 4.9507 -1.7071
H -2.1514 5.6342 -0.0560
H -0.2727 4.3072 0.4230
H 1.0421 6.1006 -0.0468
C -0.6526 -3.9510 5.0168
C 0.7576 -3.8298 5.5826
O 1.7015 -4.0172 4.5094
O -0.9493 -2.9735 4.0807
H -1.4295 -3.8318 5.8178
H -0.6921 -5.0114 4.6368
H 0.9839 -4.6535 6.2515
H 0.9507 -2.8908 6.1214
H 1.8875 -3.1754 4.0906
H -0.1066 -2.7723 3.5722
C 1.5297 -4.3841 1.0229
C 0.5503 -5.3729 1.5478
C 0.0315 -6.1123 0.3435
O 1.0398 -6.3190 2.4707
H 1.8772 -3.5393 1.6421
H 1.1210 -3.9241 0.1620
H 2.4938 -4.8601 0.6583
H -0.2312 -4.8416 2.0855
H 0.9035 -6.5613 -0.1981
H -0.4606 -5.5361 -0.4608
H -0.6849 -6.8332 0.5534
H 1.4110 -5.8115 3.2022
C -2.4646 -3.5594 0.9870
C -3.3344 -2.4107 1.5630
C -4.5077 -2.7825 2.3765
O -2.4087 -1.4789 2.2937
H -1.4268 -3.3078 0.6887
H -2.9091 -4.0267 0.1019
H -2.3480 -4.3728 1.7185
H -3.6827 -1.8542 0.6780
H -5.0247 -1.9238 2.8178
H -4.3408 -3.4871 3.1928
H -5.3238 -3.2556 1.7322
H -1.9998 -1.9356 3.0822
C 1.9887 4.1096 -4.2310
C 0.9925 2.9920 -4.0970
C 0.0743 2.9561 -5.3209
O 1.6089 1.7681 -4.0290
H 2.6238 3.8996 -5.0998
H 2.5477 4.2287 -3.2990
H 1.4762 5.0107 -4.4750
H 0.4160 3.2228 -3.1522
H -0.6206 2.1461 -5.1262
H 0.7528 2.8595 -6.2641
H -0.4806 3.8508 -5.3681
H 2.4753 1.8421 -3.6079
C -2.6260 1.0615 4.0358
C -3.6984 1.5865 3.1380
C -3.0180 2.2314 1.8969
O -4.6565 0.5704 2.7609
H -3.1402 0.9133 5.0190
H -1.8949 1.8520 4.1182
H -2.1048 0.2032 3.6655
H -4.3161 2.3026 3.5673
H -2.3892 1.4823 1.4284
H -2.3658 3.0933 2.1660
H -3.8355 2.5273 1.1644
H -4.1474 -0.2069 2.5219
C -0.8524 -1.1798 -7.0268
C -0.6689 -0.9636 -5.5269
C -0.9313 -2.1133 -4.6409
O 0.7091 -0.5922 -5.4171
H -0.4609 -2.2186 -7.3542
H -0.3914 -0.3714 -7.5788
H -1.9035 -1.1111 -7.2622
H -1.1722 -0.0927 -5.2303
H -0.3780 -2.9591 -5.0695
H -1.9892 -2.5468 -4.5832
H -0.6090 -1.9157 -3.5952
H 0.8872 0.2730 -4.9898
C 0.3178 -0.6177 -0.6411
C -0.4474 0.5668 -1.1848
C -1.9272 0.2881 -1.3934
O -0.0796 1.6505 -0.3566
H 0.0646 -1.5896 -1.1203
H 0.0705 -0.7460 0.4053
H 1.3998 -0.4531 -0.7237
H -0.1415 0.7792 -2.2470
H -2.3817 -0.0706 -0.5185
H -2.0922 -0.5409 -2.1199
H -2.5346 1.1547 -1.6210
H -0.3089 2.5262 -0.6345
C 3.4915 -1.4947 -4.4141
C 2.9389 -1.6203 -3.0536
C 2.6288 -3.0754 -2.7754
O 3.7484 -1.0205 -2.0873
H 2.8211 -2.0087 -5.1471
H 4.4462 -2.0345 -4.4238
H 3.6860 -0.4634 -4.7206
H 1.9745 -1.0836 -2.9509
H 1.9043 -3.3877 -3.5562
H 2.3581 -3.2049 -1.7550
H 3.4932 -3.7161 -2.8907
H 4.0551 -1.6706 -1.3957

Properties
- ΔE to the lowest compared entry with this formula, charge and spin: 27.1 kcal per mole
- Kohn-Sham gap: 10.1 eV
- F_max: 0.082 Eh/bohr

Löwdin atomic charge list, values in e, 2 entries: number 1, C, carries -0.24; number 2, C, carries -0.21